[1]
Density functional theory data (ωB97M-V with the def2-TZVPD basis set) for C3H5N5 in the gas phase at a distorted geometry.

```
! wB97M-V def2-TZVPD RIJCOSX def2/J DEFGRID3
* xyz 0 1
H 1.112 -1.887 -2.761
N 0.931 -1.186 -2.034
C 0.276 -1.417 -0.968
N 0.302 -0.252 -0.149
N 1.124 0.846 -0.056
N 0.335 1.913 0.479
C -0.612 1.406 1.102
C -0.773 -0.054 0.677
N -1.563 -1.024 1.151
H -2.176 -0.743 1.967
H -0.328 -2.297 -0.486
H 1.414 1.269 -1.044
H -1.262 1.969 1.728
*
```

Summary:
**LUMO level**: 0.4163 eV
**ΔE to the lowest compared entry with this formula, charge and spin**: 3.858 eV
**Molar mass**: 111.11 g mol⁻¹
**SMILES**: [H]/N=C/n1[nH]nc/c1=N\[H]

Atom charges from the Mulliken analysis, given in e for atoms 1 to 2: number 1, H, carries 0.23; number 2, N, carries -0.59



[2]
Density functional theory data (ωB97M-V with the def2-TZVPD basis set) for a molecular structure, C22H24N7O5RuS at a distorted geometry.

```
! wB97M-V def2-TZVPD RIJCOSX def2/J DEFGRID3
* xyz 0 2
Ru -1.789 0.103 -0.128
O -2.718 0.211 2.150
C -3.694 1.266 2.175
C -4.583 1.211 0.939
N -3.799 1.440 -0.275
C -3.396 2.839 -0.408
C -2.092 3.092 0.281
O -1.801 4.186 0.723
O -1.325 2.044 0.324
C -4.400 0.979 -1.528
C -3.301 0.694 -2.562
O -3.550 0.823 -3.741
O -2.145 0.274 -2.107
H -3.197 -0.627 2.024
H -3.136 2.196 2.244
H -4.314 1.176 3.070
H -5.395 1.943 1.030
H -5.031 0.223 0.879
H -4.155 3.528 -0.031
H -3.223 3.059 -1.464
H -5.094 1.708 -1.950
H -4.932 0.043 -1.369
S -3.808 -1.712 0.014
C -2.428 -2.733 0.075
C -2.428 -4.131 -0.001
C -1.223 -4.791 0.036
C -0.035 -4.064 0.140
C -0.111 -2.695 0.204
N -1.285 -2.042 0.190
H -3.368 -4.655 -0.102
H -1.195 -5.872 -0.019
H 0.927 -4.556 0.168
H 0.773 -2.078 0.288
C 1.169 0.702 -1.845
C 1.101 0.787 -0.366
N 0.207 0.186 0.398
C 0.481 0.523 1.714
C 1.585 1.293 1.739
N 1.966 1.464 0.414
C 3.140 2.172 -0.048
N 4.118 1.276 -0.609
N 4.571 1.498 -1.869
N 5.407 0.588 -2.186
C 5.524 -0.285 -1.120
C 6.297 -1.441 -0.980
C 6.194 -2.124 0.208
C 5.343 -1.676 1.243
C 4.578 -0.538 1.119
C 4.692 0.151 -0.095
H 0.196 0.399 -2.229
H 1.921 -0.027 -2.155
H 1.434 1.663 -2.286
H -0.145 0.190 2.523
H 2.107 1.775 2.547
H 3.546 2.725 0.797
H 2.883 2.870 -0.841
H 6.945 -1.773 -1.780
H 6.773 -3.026 0.360
H 5.293 -2.245 2.162
H 3.925 -0.210 1.914
*
```

Summary:
**LUMO level (spin up / spin down)**: -0.0906 / -0.4628 eV
**ΔE to the lowest compared entry with this formula, charge and spin**: 1.901 eV
**Molar mass**: 599.62 g mol⁻¹

Atom charges from the Mulliken analysis, given in e for atoms 1 to 2: number 1, Ru, carries 0.34; number 2, O, carries -0.34



[3]
Density functional theory data (ωB97M-V with the def2-TZVPD basis set) for a molecular structure, C39H44BrCsN6O2 at a distorted geometry.

```
! wB97M-V def2-TZVPD RIJCOSX def2/J DEFGRID3
* xyz -2 1
Cs 0.017 -0.476 -1.057
C -3.522 3.110 1.416
C -3.681 1.594 1.294
C -3.630 1.161 -0.178
C -2.648 0.826 2.094
C -2.966 -0.400 2.670
C -2.011 -1.143 3.344
C -0.698 -0.692 3.453
C 0.331 -1.500 4.202
C -0.374 0.521 2.856
C -1.336 1.275 2.192
H -4.369 3.617 0.944
H -2.616 3.454 0.913
H -3.475 3.425 2.463
H -4.664 1.324 1.697
H -2.805 1.677 -0.680
H -4.557 1.425 -0.697
H -3.458 0.085 -0.270
H -3.971 -0.793 2.557
H -2.280 -2.107 3.765
H 0.133 -2.571 4.106
H 0.323 -1.262 5.270
H 1.334 -1.296 3.825
H 0.650 0.877 2.890
H -1.040 2.195 1.701
N 2.486 1.243 -3.216
N 2.732 0.186 -4.106
C 1.964 -1.001 -4.002
O 2.477 -2.015 -4.479
O 0.821 -0.871 -3.443
H 2.555 2.127 -3.698
H 3.119 1.234 -2.426
H 3.698 -0.031 -4.303
N -1.345 -0.551 -4.845
C -2.312 -0.305 -5.437
H -0.457 -0.765 -4.292
C 3.490 3.298 -0.314
N 3.186 3.565 1.078
C 3.776 4.802 1.529
C 1.743 3.421 1.362
C 0.762 4.027 0.368
C 0.625 5.421 0.336
C -0.257 6.018 -0.556
C -1.010 5.200 -1.395
C -0.871 3.815 -1.319
C 0.024 3.145 -0.454
H 4.562 3.103 -0.432
H 3.207 4.126 -0.980
H 2.921 2.426 -0.640
H 4.863 4.754 1.411
H 3.555 4.957 2.588
H 3.426 5.688 0.973
H 1.577 3.824 2.369
H 1.522 2.350 1.388
H 1.183 6.051 1.026
H -0.366 7.098 -0.585
H -1.707 5.648 -2.100
H -1.495 3.229 -1.995
Br 7.811 -0.247 1.463
C 5.947 -0.302 1.786
C 5.260 0.869 2.009
C 3.892 0.770 2.254
N 3.238 -0.387 2.274
C 3.922 -1.498 2.027
C 5.292 -1.516 1.784
H 5.745 1.834 1.982
H 3.311 1.671 2.406
H 3.355 -2.423 2.012
H 5.812 -2.442 1.587
N -2.085 -2.004 -0.118
C -2.146 -3.125 -0.666
C -3.425 -3.688 -1.292
C -3.782 -5.030 -1.183
C -4.996 -5.495 -1.677
C -5.868 -4.623 -2.315
C -5.515 -3.281 -2.441
C -4.314 -2.821 -1.925
C -0.930 -4.045 -0.788
C -0.073 -4.215 0.301
C 1.074 -4.989 0.189
C 1.408 -5.578 -1.027
C 0.579 -5.392 -2.124
C -0.587 -4.645 -1.998
H -3.096 -5.718 -0.699
H -5.260 -6.542 -1.568
H -6.810 -4.983 -2.714
H -6.181 -2.592 -2.948
H -4.037 -1.776 -1.990
H -0.333 -3.722 1.232
H 1.718 -5.128 1.052
H 2.315 -6.165 -1.121
H 0.849 -5.812 -3.085
H -1.234 -4.504 -2.858
*
```

Summary:
**LUMO level**: 3.2741 eV
**ΔE to the lowest compared entry with this formula, charge and spin**: 1.409 eV
**Molar mass**: 841.63 g mol⁻¹

Atom charges from the Mulliken analysis, given in e for atoms 1 to 2: number 1, Cs, carries 1.15; number 2, C, carries -1.46



[4]
Density functional theory data (ωB97M-V with the def2-TZVPD basis set) for a molecular structure, C15H29N4O5PSTi at a distorted geometry.

```
! wB97M-V def2-TZVPD RIJCOSX def2/J DEFGRID3
* xyz 3 2
Ti -0.326 -0.293 0.347
C 0.020 3.083 2.984
C -0.095 1.737 2.364
N -0.243 1.545 1.113
N -0.691 2.568 0.277
C -1.871 2.288 -0.339
N -2.496 3.265 -0.947
S -2.504 0.675 -0.311
C -0.206 0.463 3.146
C -0.144 0.413 4.505
C -0.513 -0.773 5.159
C -0.924 -1.849 4.412
C -0.925 -1.734 3.024
N -0.575 -0.612 2.399
H -0.963 3.569 3.006
H 0.706 3.716 2.421
H 0.378 3.031 4.008
H -0.358 3.511 0.426
H -2.170 4.222 -0.939
H -3.372 3.077 -1.415
H 0.172 1.275 5.077
H -0.487 -0.828 6.241
H -1.241 -2.774 4.878
H -1.220 -2.565 2.401
C -1.481 -3.098 -0.556
O -0.365 -2.246 -0.118
C 0.950 -2.851 -0.367
C 1.951 -2.173 0.530
O 1.690 -0.742 0.510
C 2.781 0.040 1.071
H -1.363 -3.296 -1.618
H -1.450 -4.019 0.017
H -2.396 -2.553 -0.364
H 1.186 -2.724 -1.419
H 0.907 -3.910 -0.124
H 2.950 -2.369 0.148
H 1.885 -2.524 1.557
H 2.803 -0.098 2.149
H 2.605 1.074 0.804
H 3.710 -0.297 0.625
C -1.744 -0.969 -3.553
O -0.349 -0.866 -3.159
P 0.263 0.175 -2.133
O 1.800 -0.103 -2.294
C 2.529 -0.140 -3.565
O -0.096 1.610 -2.651
C -0.143 2.045 -4.049
H -1.824 -1.850 -4.176
H -2.032 -0.092 -4.125
H -2.386 -1.065 -2.681
H 2.332 0.763 -4.133
H 2.226 -1.023 -4.119
H 3.581 -0.188 -3.310
H -1.133 2.447 -4.236
H 0.055 1.215 -4.722
H 0.608 2.818 -4.177
*
```

Summary:
**LUMO level (spin up / spin down)**: -10.3165 / -10.3131 eV
**ΔE to the lowest compared entry with this formula, charge and spin**: 0.834 eV
**Molar mass**: 456.33 g mol⁻¹

Atom charges from the Mulliken analysis, given in e for atoms 1 to 2: number 1, Ti, carries -0.48; number 2, C, carries -1.85



[5]
Density functional theory data (ωB97M-V with the def2-TZVPD basis set) for a molecular structure, C33H40N8O4P2Pd.

```
! wB97M-V def2-TZVPD RIJCOSX def2/J DEFGRID3
* xyz 4 5
Pd -0.399 -0.048 1.536
N -0.397 0.798 -0.875
C -1.597 1.386 -1.295
C -1.611 2.881 -1.476
C -1.387 3.397 -2.935
C -2.635 3.957 -3.639
N -3.572 3.001 -4.261
C -3.706 2.824 -5.584
N -4.788 2.210 -6.061
N -2.758 3.229 -6.421
C -3.043 1.209 0.321
O -4.032 1.504 -0.224
O -2.386 0.844 1.273
H 0.379 1.430 -0.790
H -0.146 -0.081 -1.293
H -2.216 0.765 -1.934
H -0.824 3.289 -0.838
H -2.547 3.300 -1.103
H -0.891 2.642 -3.555
H -0.699 4.240 -2.865
H -2.317 4.663 -4.402
H -3.216 4.545 -2.932
H -4.350 2.699 -3.701
H -5.591 2.040 -5.481
H -4.925 2.095 -7.054
H -1.936 3.710 -6.103
H -2.896 3.182 -7.418
O -0.851 -2.030 0.948
P -0.977 -3.315 1.815
C 1.875 -2.846 0.860
P 2.112 -1.015 2.787
O 1.793 -0.128 1.579
C 3.776 -1.147 3.266
C 4.172 -0.592 4.491
C 5.510 -0.616 4.840
C 6.441 -1.176 3.975
C 6.047 -1.730 2.754
C 4.715 -1.719 2.390
C 0.966 -0.539 4.064
C 0.352 0.730 3.878
C -0.577 1.196 4.806
C -0.889 0.427 5.912
C -0.244 -0.792 6.125
C 0.684 -1.273 5.213
C -2.278 -3.308 3.026
C -2.965 -4.498 3.274
C -4.017 -4.514 4.180
C -4.391 -3.346 4.832
C -3.708 -2.158 4.589
C -2.654 -2.141 3.695
C -1.126 -4.741 0.796
C -1.764 -4.601 -0.440
C -1.946 -5.724 -1.230
C -1.497 -6.965 -0.793
C -0.859 -7.099 0.433
C -0.668 -5.988 1.235
H 2.268 -2.057 0.237
H 1.638 -3.819 0.441
H 3.446 -0.144 5.164
H 5.830 -0.190 5.784
H 7.490 -1.178 4.247
H 6.785 -2.160 2.087
H 4.418 -2.139 1.434
H 0.734 1.415 3.133
H -1.009 2.182 4.688
H -1.603 0.795 6.640
H -0.457 -1.361 7.025
H 1.202 -2.199 5.420
H -2.696 -5.408 2.748
H -4.558 -5.435 4.362
H -5.226 -3.357 5.522
H -4.011 -1.248 5.094
H -2.157 -1.214 3.515
H -2.117 -3.631 -0.767
H -2.445 -5.634 -2.186
H -1.650 -7.840 -1.414
H -0.513 -8.071 0.762
H -0.180 -6.095 2.200
N 3.032 -4.605 3.912
C 1.816 -4.583 4.449
N 1.636 -5.007 5.687
N 0.694 -4.165 3.798
C 0.623 -3.436 2.740
N 1.638 -2.622 2.185
H 3.798 -5.063 4.383
H 3.166 -4.396 2.939
H 2.377 -5.424 6.230
H 0.698 -5.059 6.052
*
```

Summary:
**LUMO level (spin up / spin down)**: -10.6205 / -12.7578 eV
**Molar mass**: 781.10 g mol⁻¹

Atom charges from the Mulliken analysis, given in e for atoms 1 to 2: number 1, Pd, carries 1.29; number 2, N, carries -0.42



[6]
Density functional theory data (ωB97M-V with the def2-TZVPD basis set) for 2 unconnected molecules or ions with the total composition C12H25F3IO3P at a distorted geometry.

```
! wB97M-V def2-TZVPD RIJCOSX def2/J DEFGRID3
* xyz 0 1
O 0.158 3.656 -2.260
C 0.196 2.767 -3.369
C 0.413 1.307 -2.941
C 1.409 1.165 -1.753
P 1.031 -0.242 -0.629
C -0.139 -1.454 -1.369
C 0.490 -2.163 -2.620
C -0.348 -2.021 -3.916
I 0.848 -1.509 -5.651
C 0.243 0.479 0.875
C -1.089 1.164 0.444
O -2.127 0.208 0.541
C -1.356 2.272 1.506
F -0.902 1.772 2.617
F -0.690 3.389 1.183
F -2.641 2.583 1.584
H -0.441 4.369 -2.512
H -0.779 2.812 -3.882
H 0.939 3.058 -4.131
H 0.851 0.780 -3.796
H -0.565 0.871 -2.697
H 1.524 2.093 -1.178
H 2.404 0.956 -2.177
H 2.192 -0.976 -0.294
H -1.116 -1.007 -1.580
H -0.301 -2.195 -0.572
H 1.511 -1.783 -2.758
H 0.571 -3.228 -2.379
H -1.213 -1.361 -3.809
H -0.746 -3.012 -4.155
H 0.082 -0.364 1.565
H 0.938 1.235 1.255
H -1.080 1.577 -0.577
H -2.918 0.529 0.087
C 0.369 -0.357 4.317
C 0.435 -1.839 3.892
C -0.039 -2.709 5.073
O 1.714 -2.150 3.597
H 1.009 -0.137 5.174
H 0.675 0.288 3.490
H -0.660 -0.075 4.595
H -0.347 -1.960 3.088
H 0.596 -2.572 5.951
H -0.031 -3.767 4.806
H -1.070 -2.452 5.366
*
```

Summary:
**LUMO level**: -0.6788 eV
**Molar mass**: 432.20 g mol⁻¹

Atom charges from the Mulliken analysis, given in e for atoms 1 to 2: number 1, O, carries -0.50; number 2, C, carries -0.87



The highest molar mass belongs to which entry? C39H44BrCsN6O2



Look up the molar mass of the sixth one. 432.20 g mol⁻¹



Which of these has the highest molar mass? C39H44BrCsN6O2



Which value of molar mass does entry 5 give? 781.10 g mol⁻¹